1.
The following is a DFT calculation (the ωB97M-V functional and the def2-TZVPD basis) of a molecular structure, C49H54AsCaN7S4.

Structure (XYZ):
```
116
Properties=species:S:1:pos:R:3:forces:R:3:lowdin_charge:R:1
As 2.85848 -2.21257 0.21414 -0.063 0.035 0.072 1.320
Ca -0.06297 0.59822 0.31213 -0.017 -0.480 -0.335 0.945
S 1.06551 -0.49772 2.63500 -0.057 0.062 0.007 0.493
S -0.90599 -2.15401 0.60217 0.015 -0.018 0.090 0.871
S -1.62543 -0.26327 -3.05870 0.034 0.026 0.006 0.527
S -0.91308 2.62599 -1.56594 -0.032 0.115 0.013 0.894
N 4.04655 2.50739 -1.27397 0.013 -0.039 0.056 -0.077
N -2.37877 2.46679 2.62834 0.057 0.035 -0.032 -0.092
N 2.67524 1.08399 -2.28236 0.010 0.029 -0.035 -0.077
N -0.33280 2.68382 1.51943 -0.035 0.046 0.090 -0.021
N -2.61503 0.42862 -0.17050 -0.046 0.026 0.158 0.028
N -1.69214 4.56144 2.18207 -0.004 0.009 -0.016 -0.072
N 1.98738 1.79271 -0.16763 0.093 0.065 -0.029 -0.028
C 3.10292 -3.69164 -2.26541 -0.022 0.027 -0.022 -0.142
C 4.43253 3.73024 -0.59647 -0.009 0.023 -0.029 -0.055
C 0.09276 1.98309 -5.93520 0.021 0.043 -0.004 -0.104
C -0.91034 1.07827 -3.89198 -0.008 0.002 0.008 -0.776
C 1.15588 -5.78147 2.84282 -0.007 -0.017 -0.006 -0.094
C 1.78562 -0.03078 -2.50671 -0.036 -0.046 0.006 -0.064
C 5.09874 -4.13772 -3.52834 -0.007 0.006 0.006 -0.097
C -5.20648 0.73401 0.74334 -0.018 -0.014 0.006 -0.051
C -4.58273 1.75116 0.04858 0.020 0.029 -0.018 -0.031
C 4.50865 2.40169 -2.65451 0.016 -0.004 0.008 -0.135
C 2.08076 2.62579 1.03232 -0.002 -0.019 0.026 -0.247
C -3.27736 -0.61090 0.35643 -0.004 -0.003 0.011 -0.331
C 5.84678 -3.51788 -2.53891 0.002 0.001 0.001 -0.091
C 0.40786 3.18477 -5.29967 -0.009 -0.022 -0.012 -0.117
C -0.23064 -1.89285 4.58780 0.031 0.033 0.006 -0.135
C -3.28828 1.54892 -0.42611 -0.009 -0.034 0.005 -0.342
C 4.53602 -0.24586 1.46092 0.014 0.002 -0.009 -0.122
C -1.10509 -2.82946 5.10223 -0.025 -0.036 0.004 -0.097
C -1.82362 -3.36234 2.88851 -0.005 -0.011 0.019 -0.115
C -1.37302 3.21698 2.05751 -0.021 -0.011 0.011 -0.371
C -0.60497 2.31686 -3.28478 0.026 -0.012 0.015 -0.549
C 1.83530 -4.73592 3.44834 0.008 0.012 0.003 -0.083
C -3.07242 4.65856 2.65658 0.010 0.016 0.012 -0.135
C 1.57778 -4.78865 0.69463 0.031 -0.004 0.037 -0.127
C -1.35194 5.50507 1.12337 -0.014 0.021 -0.002 -0.044
C -0.55210 0.97276 -5.25455 -0.025 -0.052 0.013 -0.144
C -1.90802 -3.58233 4.25116 0.021 0.019 -0.005 -0.100
C 4.36994 -1.61423 1.28612 0.026 -0.018 -0.007 -0.416
C -0.12409 -1.64654 3.20876 0.039 0.010 0.013 -0.733
C 6.52246 -0.62734 2.75805 0.015 0.001 0.005 -0.091
C 0.04079 3.34312 -3.97755 -0.025 -0.007 0.004 -0.138
C 3.84684 -3.10230 -1.24206 0.003 0.076 -0.017 -0.376
C 1.03193 -5.80781 1.46099 -0.008 0.009 0.015 -0.090
C 2.27180 -3.73930 1.29313 0.016 -0.083 -0.082 -0.393
C -3.26270 3.34047 3.37805 -0.019 -0.006 -0.004 -0.133
C 5.22626 -3.00064 -1.40813 0.038 -0.057 0.051 -0.107
C -2.10342 1.16597 3.20590 0.002 -0.016 -0.001 -0.039
C 5.29348 -2.48758 1.85609 -0.022 -0.006 0.028 -0.128
C 3.86412 1.11330 -3.10894 -0.006 -0.002 0.006 -0.123
C 5.60899 0.24834 2.19182 -0.010 0.002 -0.003 -0.082
C -2.71794 2.52753 -1.42072 0.004 0.003 -0.002 -0.377
C 2.84430 1.81715 -1.13786 -0.037 0.063 -0.021 -0.349
C 2.39134 -3.72214 2.67944 -0.040 0.042 0.036 -0.136
C -0.97420 -2.38718 2.37222 -0.026 -0.005 -0.040 -0.528
C 0.83897 3.49901 1.21286 0.063 0.007 -0.008 -0.250
C 3.72025 -4.21826 -3.39037 0.009 -0.008 -0.009 -0.088
C 6.36330 -1.99753 2.59002 -0.004 -0.004 -0.004 -0.082
C -4.56306 -0.49021 0.85876 0.007 0.008 -0.017 -0.018
C -2.65157 -1.96757 0.17557 -0.011 -0.012 0.014 -0.389
H -3.20640 5.52833 3.29805 -0.002 0.000 -0.001 0.124
H 3.12035 -4.67482 -4.16755 0.000 -0.003 0.001 0.102
H 5.31784 4.11193 -1.10305 -0.009 0.009 -0.008 0.089
H 7.35682 -0.24604 3.33327 -0.002 0.000 0.002 0.099
H -4.29114 2.98010 3.34740 -0.001 0.002 0.002 0.121
H -1.60374 5.11253 0.13212 0.008 0.002 -0.001 0.080
H 0.41140 -1.32346 5.24854 -0.005 -0.005 0.002 0.095
H -1.61975 0.50457 2.49562 0.006 -0.011 -0.012 0.020
H -3.24196 -2.73427 0.67216 0.003 0.004 -0.005 0.071
H 0.83304 0.03141 -1.98427 0.101 0.171 -0.019 -0.004
H 7.07321 -2.68477 3.03307 0.001 0.001 -0.001 0.102
H 5.72483 1.31694 2.32770 0.003 -0.001 -0.001 0.097
H 5.59703 2.37781 -2.69203 0.000 -0.003 -0.002 0.124
H 2.17627 1.97797 1.91100 -0.039 -0.028 -0.016 0.074
H 2.88933 -2.89574 3.17005 0.011 0.004 -0.008 0.089
H 0.90928 3.98266 -5.83144 0.002 -0.001 -0.001 0.091
H 0.24830 4.27148 -3.45844 0.003 0.000 0.004 0.090
H 1.44679 -4.82012 -0.37778 0.019 0.012 -0.071 0.081
H 1.92318 -4.69693 4.52684 0.003 0.002 0.003 0.105
H 0.71771 -6.56748 3.44501 0.000 -0.001 -0.001 0.100
H -3.75964 4.73754 1.80424 -0.001 -0.003 -0.003 0.122
H 3.66073 4.50557 -0.64195 -0.001 -0.004 0.012 0.097
H -5.08904 2.68685 -0.15118 -0.002 -0.001 0.000 0.114
H -5.05314 -1.34516 1.30457 -0.002 0.001 0.003 0.116
H -3.06809 2.18055 -2.39708 0.005 0.003 -0.004 0.086
H -2.67553 -2.16925 -0.89952 -0.007 -0.001 -0.002 0.073
H -2.94450 3.41012 4.42641 0.005 -0.003 -0.001 0.129
H -3.04948 0.70751 3.49181 -0.002 0.011 0.011 0.100
H -2.41371 -3.97068 2.21354 0.004 0.003 -0.007 0.101
H -0.78332 0.04050 -5.75422 0.001 0.003 -0.001 0.091
H 5.83224 -2.51678 -0.65223 -0.022 -0.014 -0.020 0.087
H 2.26440 -0.97931 -2.25690 0.004 -0.002 -0.001 0.043
H -1.92259 6.41606 1.29544 -0.007 -0.001 -0.002 0.092
H 4.14858 3.25254 -3.24720 -0.001 0.000 0.000 0.128
H 1.03976 4.19332 2.03735 -0.019 0.012 -0.003 0.125
H 3.81372 0.43346 1.02487 -0.015 0.015 0.008 0.061
H -1.44409 1.23332 4.07751 -0.003 0.005 0.003 0.103
H 2.02039 -3.71376 -2.20986 -0.037 -0.007 0.036 0.094
H 1.51135 -0.03831 -3.56134 0.010 -0.008 -0.001 0.091
H 5.58331 -4.54140 -4.40809 0.002 -0.001 0.000 0.099
H 6.92173 -3.43495 -2.64325 0.000 0.002 -0.002 0.100
H 4.50118 0.24132 -2.90940 0.001 0.000 0.003 0.128
H 0.70365 4.08156 0.29599 0.020 -0.019 -0.001 0.080
H 3.59437 1.11905 -4.16493 0.006 -0.006 0.001 0.128
H 4.71338 3.55390 0.43953 0.008 0.000 -0.001 0.077
H -0.29894 5.76764 1.13693 -0.019 0.011 0.012 0.073
H -2.57454 -4.34050 4.64051 0.000 -0.001 0.002 0.097
H -1.15163 -2.98674 6.17308 0.000 0.002 0.000 0.100
H 0.35639 1.83715 -6.97629 -0.002 0.002 -0.001 0.098
H 2.93403 3.29292 1.04793 0.018 -0.018 0.007 0.074
H 0.49972 -6.61686 0.97592 -0.002 0.003 0.003 0.100
H 5.17144 -3.55736 1.72988 0.000 0.004 0.003 0.112
H -6.20508 0.86904 1.13975 0.000 0.002 0.000 0.110
H -3.12230 3.52517 -1.24401 -0.003 0.002 -0.011 0.072
```
Forces are in eV/Å.

The relative energy (zero: lowest compared OMol25 entry of this formula, charge and spin) is 0.0000 eV. Its charge is 0. The calculation puts the HOMO-LUMO gap at 6.76 eV. The value obtained for the strongest force on any atom is 0.0114 Eh/bohr. As for the HOMO energy: -6.36 eV.

=====

2.
The following is a DFT calculation (the ωB97M-V functional and the def2-TZVPD basis) of 9 unconnected molecules or ions with the total composition C49H55F8IN3O29P.

Structure (XYZ):
```
146
Properties=species:S:1:pos:R:3:forces:R:3:lowdin_charge:R:1
I 1.95041 0.26444 5.82611 0.061 -0.140 -0.185 1.052
P -1.77337 1.74890 -2.99574 -0.304 0.062 1.336 0.495
F -0.58756 6.10313 -3.29896 0.081 0.030 0.011 0.070
F -1.28385 2.75707 4.25619 -0.040 -0.028 -0.043 0.061
F -2.91531 -6.58649 -3.08454 0.073 0.029 0.087 0.077
F -5.94835 8.92929 -8.35335 0.041 0.006 0.061 0.082
F -5.83470 -1.09103 -3.46517 -0.026 0.018 -0.051 0.071
F 9.62688 1.63406 8.72924 0.191 0.110 -0.020 0.068
F 6.14012 2.16138 9.10165 0.079 -0.021 -0.019 0.083
F 3.28700 -9.50049 -6.43998 -0.073 0.003 -0.023 0.086
O -2.99687 1.93874 5.46822 -0.059 0.311 0.177 0.128
O 10.57665 -1.67347 8.63165 0.126 0.340 -0.002 0.076
O -1.87533 1.02069 -4.39542 0.031 0.427 0.113 -0.185
O 1.99247 5.32196 -6.82817 0.050 -0.040 0.041 0.179
O -0.67063 -9.16038 -0.23789 -0.002 0.011 0.040 0.174
O 1.78299 3.82023 4.41433 -0.114 0.437 0.359 0.071
O 7.12910 1.18791 7.31821 -0.064 0.354 -0.284 0.107
O -4.12032 1.08597 7.23320 0.009 -0.055 -0.030 0.189
O -7.30462 0.51501 -4.06566 -0.010 0.160 0.323 0.129
O -2.20217 2.22528 7.53720 0.029 0.075 -0.191 0.073
O -2.46258 1.03524 -1.90517 0.083 -0.318 0.012 -0.254
O 12.75872 -1.48938 9.16345 0.023 0.021 0.062 0.186
O -4.53847 5.91955 -7.45435 -0.005 0.187 -0.022 0.077
O -4.87161 7.96287 -6.61743 0.349 -0.105 -0.155 0.139
O -0.19128 4.88448 -6.50351 0.009 0.173 0.181 0.078
O -9.27063 1.61140 -4.25549 -0.006 -0.024 -0.057 0.187
O 11.49124 0.35900 8.86529 -0.018 -0.210 -0.360 0.131
O 0.95015 6.00717 -4.94501 -0.188 0.184 -0.258 0.128
O -2.41541 3.21863 -3.16095 0.618 -0.401 -0.436 -0.217
O -1.68430 -7.54062 -1.43730 0.253 -0.149 -0.303 0.117
O -1.97333 -2.84851 3.65265 -0.080 0.011 -0.083 -0.056
O -0.50680 -7.52179 -5.25455 0.465 0.086 -0.533 0.148
O 1.60873 -7.10463 -4.62579 0.061 -0.100 -0.120 0.082
O -1.28050 -9.53240 -2.37201 -0.029 0.221 -0.023 0.077
O -8.95948 0.09226 -2.62190 0.217 -0.016 -0.061 0.074
O 7.35705 0.34314 5.23977 0.021 -0.068 0.032 0.184
O -4.03862 6.32853 -5.30094 -0.003 0.066 0.021 0.168
O 5.68549 1.77505 5.71272 0.131 0.018 0.203 0.045
O 1.21223 -8.63685 -6.19828 0.048 0.373 -0.099 0.149
N 1.84061 0.29325 0.33889 -0.469 -0.087 0.120 0.199
N -0.66908 -1.03751 0.29521 0.576 0.346 0.087 0.183
N 1.16743 3.14008 2.30021 0.209 0.047 -0.131 0.131
C -1.20892 2.74033 6.64059 0.172 0.136 0.210 -0.056
C -1.98145 -1.78813 2.70224 -0.055 0.112 -0.075 -0.128
C 3.28449 2.33662 3.40490 0.140 -0.991 -0.559 -0.141
C -5.20087 6.67709 -8.47374 0.044 -0.184 -0.266 -0.045
C 2.02788 3.14482 3.44882 0.068 0.196 0.332 -0.515
C -0.79580 -5.76948 1.70314 0.078 0.534 0.550 -0.062
C 6.44228 2.33641 7.79386 -0.113 -0.292 0.303 -0.307
C 1.19496 -0.04406 1.49345 0.283 0.114 0.020 -0.145
C -0.19042 -4.36832 4.04229 0.154 -0.267 -0.106 -0.007
C -3.85039 3.79636 -1.26821 0.306 -0.406 -0.058 -0.067
C 2.60181 -8.34922 -6.26580 0.047 -0.330 0.140 -0.308
C 11.71601 -0.99134 8.91528 0.040 -0.109 0.126 -0.544
C -8.58702 0.82001 -3.70459 -0.170 0.008 -0.105 -0.548
C -2.47473 3.92801 -1.91402 -0.943 0.485 0.964 -0.281
C -7.91629 -0.84589 -2.33988 -0.110 -0.107 0.278 -0.050
C -4.93369 8.09585 -8.02828 -0.350 0.050 0.080 -0.313
C 9.51585 -0.71872 8.53042 -0.465 -0.441 -0.193 -0.060
C -1.16367 -8.78630 -1.24833 -0.068 -0.121 0.232 -0.554
C -4.44485 6.69824 -6.35248 -0.171 -0.089 0.139 -0.545
C 10.25456 0.54926 8.20427 -0.070 0.116 0.378 -0.318
C 0.91010 0.87658 -3.14124 -0.541 -0.123 0.626 -0.209
C 1.01499 5.39142 -6.16366 0.106 -0.132 -0.081 -0.555
C 0.26012 -6.18642 2.50833 -0.222 0.135 -0.095 -0.088
C -1.82777 -7.36435 -2.84505 -0.650 -0.029 0.397 -0.306
C -6.72076 -0.18385 -2.98235 0.022 -0.138 -0.194 -0.314
C 5.20332 2.35172 6.93133 -0.227 0.298 -0.125 -0.062
C -0.01280 2.01333 -2.64317 -0.154 0.189 -0.932 -0.185
C 0.65926 -7.73437 -5.35075 -0.139 -0.016 0.008 -0.527
C -2.61167 -1.30617 -3.97971 0.173 -0.179 0.526 -0.079
C 3.17187 0.95483 2.70013 0.247 0.199 0.533 -0.141
C -0.04534 -0.70066 1.46064 -0.197 -0.215 0.585 -0.143
C -1.24302 -3.94209 3.23663 0.456 -0.318 0.274 -0.281
C -0.03262 -0.66278 -0.77312 -0.283 -0.309 -0.357 -0.061
C -2.04638 -8.77977 -3.32539 -0.175 -0.294 0.094 -0.051
C 1.89278 0.39608 -2.05924 -0.488 0.425 -0.635 -0.125
C -0.42276 6.19010 -4.64279 0.146 -0.260 0.151 -0.300
C -2.01680 2.95495 5.38173 0.093 -0.317 -0.087 -0.305
C 6.77680 1.03222 6.00810 0.002 -0.249 -0.126 -0.543
C -2.94745 0.05480 -4.52795 -0.356 -0.407 -0.845 -0.252
C 0.55767 -5.48188 3.67216 -0.277 -0.193 -0.315 -0.081
C -1.07482 5.04465 -5.37901 -0.209 -0.013 -0.317 -0.039
C 1.17041 -0.06881 3.89685 -0.152 -0.051 -0.102 -0.580
C -0.07743 -0.73143 3.88236 0.322 0.206 -0.406 -0.098
C -1.53667 -4.64918 2.07838 -0.109 -0.093 -0.326 -0.012
C -0.66156 -1.04703 2.68951 -0.528 -0.309 0.157 -0.115
C 1.81899 0.28384 2.73963 0.386 0.228 -0.120 -0.218
C -3.19935 1.68451 6.79679 -0.049 -0.177 0.113 -0.548
C 2.86672 -7.73147 -4.91211 0.215 0.188 0.139 -0.039
C 1.21948 0.00220 -0.77079 0.505 0.212 0.013 -0.250
H 0.83001 -7.06311 2.23902 0.070 -0.048 -0.024 0.099
H -6.26632 6.44498 -8.46606 -0.035 0.147 0.063 0.147
H 3.54802 1.06399 1.69325 -0.348 -0.214 -0.248 0.099
H -3.99542 4.59549 -0.54435 -0.116 0.159 -0.084 0.077
H 0.26228 2.95818 -3.11534 0.137 0.068 0.064 0.091
H 7.08305 3.21283 7.68619 0.030 -0.007 0.130 0.177
H -3.99487 8.51650 -8.39263 -0.057 0.101 -0.031 0.174
H 2.56716 1.22527 -1.86431 0.336 -0.182 0.271 0.119
H -1.66513 -1.68465 -4.36440 0.021 0.058 -0.220 0.080
H 3.67157 -7.00201 -4.92313 -0.164 0.163 0.020 0.142
H -2.77282 -1.09710 2.98820 -0.108 -0.079 0.173 0.138
H 0.31805 2.65987 2.58903 -0.030 -0.191 -0.185 0.072
H 3.07718 -8.48846 -4.15605 -0.032 -0.119 -0.106 0.149
H 0.04379 -3.85294 4.96195 -0.081 0.182 0.022 0.113
H -0.48944 -0.89501 -1.72372 -0.154 -0.062 -0.061 0.099
H -4.79157 6.45145 -9.45457 0.157 -0.122 0.108 0.142
H -3.09599 -9.07390 -3.26171 -0.035 0.191 0.169 0.148
H -2.22375 -2.16956 1.71643 0.070 0.077 -0.153 0.099
H 0.88019 4.10746 2.17558 -0.111 0.020 0.045 0.092
H 0.03658 2.17671 -1.56901 0.045 -0.103 0.126 0.094
H 4.40949 1.72717 7.34272 0.118 -0.059 0.129 0.106
H -1.08836 4.12836 -4.79683 0.074 0.076 0.177 0.112
H -1.74409 3.57342 -1.18745 0.296 -0.131 -0.218 0.106
H 8.99353 -0.65583 9.48620 0.062 0.205 0.020 0.149
H 1.37185 -5.84068 4.28465 0.042 0.146 0.176 0.099
H -3.87861 0.44181 -4.12798 0.070 0.141 0.333 0.099
H -2.08643 5.26748 -5.70135 0.082 -0.033 -0.158 0.113
H -3.91860 2.85265 -0.73383 -0.088 -0.149 -0.070 0.062
H 3.86180 0.27912 3.21142 0.137 0.035 0.047 0.114
H -4.61238 3.81554 -2.04315 -0.164 0.217 0.043 0.081
H 0.28812 0.03650 -3.44373 0.054 -0.088 -0.248 0.082
H 4.05106 2.90903 2.87971 -0.106 0.185 -0.154 0.133
H -0.94570 -6.87670 -3.23420 0.002 0.164 -0.039 0.147
H 10.42735 0.70571 7.13837 -0.059 0.182 0.021 0.176
H 2.79145 -7.68773 -7.11252 0.043 -0.083 -0.055 0.175
H 4.81367 3.35237 6.76171 0.054 -0.029 -0.224 0.147
H -3.39907 -2.00446 -4.25413 -0.052 -0.041 -0.150 0.076
H -7.80090 -0.99069 -1.26913 -0.140 0.162 0.023 0.141
H -0.73762 7.18122 -4.97385 -0.039 0.031 0.130 0.174
H 8.80796 -1.00370 7.75692 0.136 -0.155 -0.053 0.132
H 2.44334 -0.45028 -2.46885 0.245 -0.019 0.102 0.121
H -0.55419 -1.00251 4.81112 -0.091 -0.090 0.045 0.102
H 3.67452 2.18928 4.39911 -0.190 0.260 0.316 0.035
H -1.06512 -6.27557 0.79027 0.071 -0.219 -0.038 0.085
H -2.35623 -4.34755 1.43976 -0.079 0.122 0.063 0.116
H -2.55036 -1.32179 -2.89367 -0.038 0.196 0.089 0.063
H -2.50907 3.92690 5.31916 0.074 0.028 -0.136 0.175
H -2.28499 4.98269 -2.07284 0.232 0.009 -0.545 0.103
H -3.11750 -0.05110 -5.59747 0.186 0.231 -0.140 0.122
H -8.14864 -1.80272 -2.80955 0.127 0.017 -0.103 0.145
H -0.42087 1.99746 6.50516 -0.076 0.015 -0.205 0.068
H -6.19184 0.52117 -2.33782 0.137 -0.076 -0.029 0.175
H 1.43162 1.23032 -4.02478 0.187 -0.161 -0.066 0.114
H -1.69599 -8.95437 -4.32768 0.171 -0.154 -0.013 0.114
H -0.76879 3.65374 7.03134 -0.152 0.007 0.126 0.143
```
Forces are in eV/Å.

Its charge is 0. The calculation puts the HOMO-LUMO gap at 8.26 eV. The value obtained for the strongest force on any atom is 0.0279 Eh/bohr. As for the SMILES: CCOP(=O)(CCCc1cnc2c(COc3ccccc3)cc(I)c(CCC(N)=O)c2n1)OCC.O=C1OC[C@@H](F)O1.O=C1OC[C@@H](F)O1.O=C1OC[C@@H](F)O1.O=C1OC[C@@H](F)O1.O=C1OC[C@@H](F)O1.O=C1OC[C@@H](F)O1.O=C1OC[C@@H](F)O1.O=C1OC[C@@H](F)O1. As for the HOMO energy: -8.64 eV.

=====

> Which of these has the highest strongest force on any atom?

C49H55F8IN3O29P